Record 1
The following is a quantum chemistry calculation of 2 unconnected molecules or ions with the total composition C3H12NO2 in a non-equilibrium geometry, from the OMol25 dataset.

Positions of all 18 atoms, in Å:
C  0.23869  1.19214  1.26544
O  -1.21147  1.37933  1.22307
C  0.65659  0.94938  -0.16875
C  2.17907  0.82867  -0.25159
N  -0.08401  -0.41838  -0.46064
H  0.75100  2.07060  1.64956
H  0.35156  0.45202  2.06407
H  -1.36820  2.26899  1.57641
H  0.13569  1.61614  -0.84885
H  2.62288  1.19026  0.68366
H  2.51545  1.63819  -0.91014
H  2.61648  -0.12354  -0.51044
H  0.04357  -1.15002  0.23783
H  -1.06916  -0.15422  -0.39619
H  0.18704  -0.71617  -1.38523
H  -2.33822  -3.54592  -0.66623
H  -3.11391  -4.09141  -1.88901
O  -3.11305  -3.38604  -1.21297

Calculated values
Molar mass   94.134 Da
Largest force on an atom   3.2 eV/Å
Spin multiplicity   1
E_HOMO   -14.50 eV
Total charge   +1
Calculated total energy   -326.46219 a.u.

Löwdin atomic charge list, values in e, 2 entries: number 1, C, carries -0.199; number 2, O, carries -0.070



Record 2
The following is a quantum chemistry calculation of 2 unconnected molecules or ions with the total composition C3H12NO2 in a non-equilibrium geometry, from the OMol25 dataset.

Positions of all 18 atoms, in Å:
C  -1.28765  -0.01750  -0.68446
C  -0.23278  0.04879  0.45699
C  -0.95801  0.36398  1.75087
O  0.05047  0.66239  2.73435
N  -0.54848  -0.59920  -1.90125
H  -2.05143  -0.78328  -0.38954
H  -1.67994  0.92544  -1.06443
H  0.44446  0.85243  0.13530
H  0.20978  -0.97721  0.50775
H  -1.48054  -0.50412  2.12202
H  -1.56552  1.25079  1.58241
H  0.73688  1.14427  2.24729
H  -0.39775  -1.56231  -1.61690
H  -1.04730  -0.36678  -2.78068
H  0.33620  -0.05323  -1.99909
H  3.29808  -0.33230  -1.82131
H  2.46868  -0.28621  -0.75065
O  2.32834  -0.37024  -1.71396

Calculated values
Molar mass   94.134 Da
Largest force on an atom   2.3 eV/Å
Spin multiplicity   1
E_HOMO   -14.05 eV
Total charge   +1
Calculated total energy   -326.45795 a.u.

Löwdin atomic charge list, values in e, 2 entries: number 1, C, carries -0.127; number 2, C, carries -0.188



Record 3
The following is a quantum chemistry calculation of 3 unconnected molecules or ions with the total composition C3H12NO2 in a non-equilibrium geometry, from the OMol25 dataset.

Positions of all 18 atoms, in Å:
C  -0.37848  1.66767  -0.55668
C  -1.28189  0.88579  0.34891
C  -1.51779  1.15810  1.63741
N  -1.60047  -0.47386  -0.14662
H  0.67616  1.38269  -0.39360
H  -0.58217  1.49767  -1.60962
H  -0.46102  2.71640  -0.29069
H  -2.45354  0.72562  2.00501
H  -0.85627  1.76339  2.22697
H  -1.83558  -0.37360  -1.13548
H  -2.40331  -0.88864  0.32594
H  -0.66692  -1.03423  0.00264
H  1.51120  -1.49403  -0.41310
H  1.01936  -1.90993  1.00391
O  0.69633  -1.59778  0.15277
H  3.81960  -1.26622  -0.44995
H  3.30847  -1.58975  -1.76014
O  3.00631  -1.16929  -0.94769

Calculated values
Molar mass   94.134 Da
Largest force on an atom   1.9 eV/Å
Spin multiplicity   1
E_HOMO   -13.63 eV
Total charge   +1
Calculated total energy   -326.46857 a.u.

Löwdin atomic charge list, values in e, 2 entries: number 1, C, carries -0.028; number 2, C, carries -0.357



Short version: orbital gap = 11.0 10.5 10.6 eV, in the order given.